Formula: C14H11F13N4O
Source: OMol25
Level of theory: the ωB97M-V functional and the def2-TZVPD basis

Each line ends with the natural charge from an NBO analysis.
CARTESIAN COORDINATES (ANGSTROEM)
C: 0.26 7.13 0.18  -0.6112
H: 1.00 6.80 -0.55  0.2061
H: -0.73 6.85 -0.17  0.2215
H: 0.32 8.21 0.27  0.2157
C: 0.52 6.49 1.54  -0.2082
N: 0.42 5.05 1.47  -0.1571
C: 1.36 4.18 1.08  -0.0173
C: 0.78 2.92 1.12  -0.1709
C: -0.56 3.16 1.56  0.1778
N: -0.74 4.45 1.76  -0.2718
C: -1.62 2.16 1.78  -0.6419
H: -1.80 1.60 0.86  0.2365
H: -1.30 1.44 2.53  0.2365
H: -2.53 2.65 2.10  0.2265
C: 1.39 1.67 0.80  0.0615
N: 0.74 0.58 0.89  -0.2373
N: 1.38 -0.57 0.57  -0.4351
C: 0.75 -1.75 0.64  0.6058
O: -0.38 -1.97 0.97  -0.5394
C: 1.74 -2.90 0.20  0.5573
F: 2.87 -2.81 0.95  -0.3139
F: 2.15 -2.69 -1.08  -0.3179
C: 1.18 -4.34 0.35  0.5867
F: 2.22 -5.18 0.53  -0.2976
F: 0.42 -4.45 1.44  -0.2873
C: 0.39 -4.90 -0.88  0.5859
F: -0.03 -6.13 -0.54  -0.2941
F: 1.23 -5.04 -1.92  -0.2980
C: -0.85 -4.08 -1.35  0.5845
F: -0.49 -2.81 -1.62  -0.3025
F: -1.77 -4.05 -0.38  -0.2847
C: -1.48 -4.65 -2.66  0.5617
F: -1.53 -5.99 -2.64  -0.2933
F: -0.71 -4.30 -3.70  -0.2942
C: -2.93 -4.11 -2.89  0.9229
F: -3.78 -4.68 -2.06  -0.2972
F: -3.32 -4.39 -4.13  -0.2994
F: -2.99 -2.79 -2.73  -0.3001
H: 2.36 -0.53 0.26  0.3821
H: 2.43 1.70 0.47  0.1551
H: 2.35 4.49 0.81  0.2162
H: 1.52 6.75 1.91  0.2020
H: -0.22 6.82 2.27  0.2280

Values from the calculation:
* SMILES: CCn1cc(/C=N/NC(=O)C(F)(F)C(F)(F)C(F)(F)C(F)(F)C(F)(F)C(F)(F)F)c(C)n1
* HOMO-LUMO gap: 9.09 eV
* HOMO level: -0.319 hartree
* maximum force: 1.3 eV/Å
* ΔE to the lowest compared entry with this formula, charge and spin: 11.8 kJ/mol
* E_LUMO: 0.417 eV
* multiplicity: 1